Record 1
ORCA calculation (ωB97M-V with the def2-TZVPD basis set) on a structure of composition C22H35BrO2P2Re.

Structure (XYZ):
```
63
Properties=species:S:1:pos:R:3:lowdin_spin:R:1
P 1.21 2.69 0.58 -0.006
P 0.02 -2.57 0.03 0.050
C -2.74 0.17 0.87 0.014
C -2.49 -1.30 0.67 0.075
H -3.89 0.56 0.58 -0.001
H -2.42 0.60 1.96 0.011
H -2.36 -1.99 1.60 0.005
H -3.03 -1.74 -0.21 0.033
C 0.42 -3.78 -1.36 0.028
H 1.24 -4.53 -1.20 0.003
H 0.66 -3.21 -2.28 0.001
H -0.45 -4.42 -1.69 0.000
C -0.77 -4.09 0.84 -0.001
H -1.59 -4.58 0.31 0.000
H -1.21 -3.83 1.80 0.000
H -0.07 -4.89 1.10 0.000
C 1.30 3.41 -1.11 -0.001
H 2.06 4.14 -0.91 0.000
H 0.38 3.88 -1.42 0.000
H 1.63 2.66 -1.79 0.000
C -0.22 3.36 1.50 0.000
H -0.67 2.63 2.18 0.000
H -0.97 3.75 0.81 0.000
H 0.19 4.18 2.05 0.000
Re -1.12 -0.45 -0.75 2.287
C -3.14 -0.27 -2.19 0.069
C -1.96 -0.79 -2.68 0.154
C -1.36 -0.35 -3.96 0.045
C -1.21 1.17 -3.85 0.018
C -0.75 1.40 -2.47 0.075
C -1.53 1.78 -1.41 0.014
C -3.00 2.16 -1.70 0.008
C -3.75 1.07 -2.44 0.009
C 2.66 3.38 1.42 0.000
H -3.91 -0.99 -1.86 0.005
H -1.70 -1.85 -2.38 0.041
H -1.84 -0.59 -4.89 0.007
H -0.33 -0.78 -4.02 0.002
H -0.48 1.38 -4.64 0.003
H -2.14 1.69 -4.13 0.000
H 0.32 1.25 -2.34 0.019
H -1.05 2.41 -0.60 0.010
H -3.16 3.16 -2.23 0.001
H -3.43 2.30 -0.69 0.000
H -4.81 1.04 -2.14 0.000
H -3.86 1.30 -3.51 0.002
H 2.40 4.35 1.95 0.000
H 3.42 3.62 0.64 0.000
H 3.09 2.65 2.21 0.000
Br 0.88 -3.02 3.67 0.000
C 2.69 -2.36 3.38 0.000
C 3.67 -2.66 4.34 0.000
C 4.73 -1.75 4.47 0.000
C 4.74 -0.56 3.72 0.000
C 3.84 -0.41 2.63 0.000
C 2.86 -1.38 2.35 0.000
C 1.82 -1.38 1.27 0.002
O 1.46 -2.69 0.94 -0.001
O 1.35 -0.41 0.56 0.018
H 3.37 -3.37 5.12 0.000
H 5.44 -1.88 5.30 0.000
H 5.55 0.17 3.92 0.000
H 3.98 0.55 2.05 0.000
```

Calculated values
2S+1: 4
ΔE to the lowest compared entry with this formula, charge and spin: 2.212 eV
Charge: +2
HOMO-LUMO gap (spin up / spin down): 4.7 / 4.3 eV
E: -118203.177 eV

***

Record 2
ORCA calculation (ωB97M-V with the def2-TZVPD basis set) on the molecule C5H11NS2.

Structure (XYZ):
```
19
Properties=species:S:1:pos:R:3:lowdin_charge:R:1
C 0.17 -1.90 -0.68 -0.088
C -0.37 -0.82 0.20 -0.428
C -1.90 -0.79 0.14 -0.056
N 0.31 0.48 -0.16 -0.181
C 1.75 0.34 -0.22 -0.194
C 0.18 2.01 0.62 -1.137
S 1.07 2.48 1.95 0.595
S -0.91 3.00 -0.25 0.754
H 1.01 -2.53 -0.32 0.096
H -0.57 -2.65 -0.82 0.063
H 0.41 -1.57 -1.69 0.088
H -0.18 -1.01 1.29 0.143
H -2.23 -1.55 0.88 0.097
H -2.24 -0.96 -0.85 0.072
H -2.26 0.13 0.49 0.040
H 2.15 -0.10 0.70 0.089
H 2.00 -0.17 -1.09 0.047
H 2.15 1.38 -0.43 0.093
H -0.53 4.23 0.25 -0.090
```

Calculated values
ΔE to the lowest compared entry with this formula, charge and spin: 2.537 eV
SMILES string: CC(C)N(C)C(=S)S
HOMO-LUMO gap: 8.2 eV
E: -28521.473 eV

***

Record 3
ORCA calculation (ωB97M-V with the def2-TZVPD basis set) on a structure of composition C2H3IO3.

Structure (XYZ):
```
9
Properties=species:S:1:pos:R:3:lowdin_charge:R:1
C 0.06 0.47 -0.49 -0.710
C 1.34 0.00 0.12 0.023
O -0.64 -0.69 -0.54 -0.440
O -0.33 1.51 -0.87 0.054
O -2.74 -0.56 1.35 -0.879
I -2.55 -0.19 -0.42 1.695
H 1.64 -0.81 -0.45 0.069
H 2.14 0.68 0.20 0.084
H 1.08 -0.40 1.09 0.104
```

Calculated values
ΔE to the lowest compared entry with this formula, charge and spin: 0.445 eV
HOMO-LUMO gap: 8.3 eV
E: -16362.062 eV

***

Record 4
ORCA calculation (ωB97M-V with the def2-TZVPD basis set) on a cluster of 2 separate species, C7H18N3 in total.

Structure (XYZ):
```
28
Properties=species:S:1:pos:R:3:lowdin_charge:R:1
C 2.17 1.16 -0.40 -0.183
C 2.70 -0.03 0.38 -0.179
C 0.65 1.26 -0.23 -0.144
C 1.97 -1.30 -0.05 -0.200
C -0.02 -0.06 -0.62 -0.314
C -2.27 -1.32 -0.57 0.005
C -1.52 -0.05 -0.61 -0.263
N -2.16 1.05 -0.91 0.233
N -1.69 0.42 1.86 0.066
N 0.54 -1.13 0.18 -0.019
H 2.64 2.08 -0.06 0.120
H 2.41 1.04 -1.46 0.121
H 3.77 -0.15 0.21 0.119
H 2.54 0.13 1.45 0.119
H 0.42 1.46 0.82 0.111
H 0.29 2.09 -0.84 0.112
H 2.19 -1.51 -1.11 0.128
H 2.30 -2.15 0.54 0.125
H 0.21 -0.22 -1.71 0.184
H -2.21 -1.76 0.43 0.101
H -1.83 -2.04 -1.26 0.114
H -3.31 -1.17 -0.82 0.101
H -3.17 1.05 -0.98 0.151
H -1.68 1.94 -0.93 0.134
H -1.60 1.35 2.23 0.052
H -2.53 0.01 2.25 0.054
H 0.06 -2.01 0.02 0.107
H -0.90 -0.13 2.20 0.047
```

Calculated values
ΔE to the lowest compared entry with this formula, charge and spin: 0.760 eV
Charge: +1
HOMO-LUMO gap: 9.3 eV
E: -12015.596 eV

***

Among the records above, which one has the highest ΔE to the lowest compared entry with this formula, charge and spin?
C5H11NS2